# 1
C20H40N4O7PtSi4 | wB97M-V/def2-TZVPD

For the energy above the lowest of the compared OMol25 structures with the same formula, charge and spin, the calculation gives 65.73 kcal per mole. The net charge is +2. The max |F| is 1.57 eV/Å. The calculation puts the electronic energy at -2808.25310 Eh. As for the multiplicity: 5. The HOMO-LUMO gap (spin up / spin down) comes out at 7.815 / 4.893 eV.

```
76
Properties=species:S:1:pos:R:3:mulliken_charge:R:1
Pt -0.123 -0.736 -0.355 1.3547
Si 2.889 1.880 0.041 0.3002
Si -1.533 2.536 0.938 0.2777
Si 0.301 1.451 -0.811 -0.4012
Si 0.378 2.311 -3.156 0.5455
O -1.607 -1.601 2.856 -0.5591
O -1.242 -2.597 4.722 -0.5901
O 3.444 -2.704 6.139 -0.5801
O 2.209 -0.980 -0.430 -0.7106
O 4.933 -2.098 4.704 -0.5651
O -0.024 -2.295 1.051 -0.5341
O 3.726 -2.572 -0.161 -0.6383
N -4.112 -4.096 -1.781 -0.0731
N -2.249 -2.079 -0.858 0.1469
N 3.812 -2.413 5.029 1.0036
N -0.870 -2.161 3.661 0.9627
C 2.805 -2.397 3.987 -0.3778
C -1.456 1.990 -3.574 -0.8865
C -3.155 -1.821 -1.963 -0.7948
C -1.950 -3.501 -0.778 -0.3056
C -3.134 1.776 0.248 -0.7570
C 0.518 -2.263 3.327 0.0100
C 2.803 1.151 1.790 -0.4744
C 2.685 3.783 0.047 -0.9828
C 4.164 1.283 -1.216 -1.0428
C 3.208 -2.298 2.654 -0.3410
C -1.012 1.747 2.575 -0.4657
C 0.881 -2.224 1.939 0.5542
C 1.545 1.109 -4.053 -1.0511
C 2.280 -2.175 1.650 0.5508
C 0.865 4.136 -3.364 -1.1787
C 2.780 -1.918 0.221 -0.0890
C -4.447 -2.649 -1.876 -0.8290
C -1.392 4.417 0.739 -0.9644
C -3.213 -4.347 -0.619 -0.8355
C 1.461 -2.382 4.329 -0.6705
H -4.008 2.271 0.663 0.4990
H 4.260 -2.303 2.412 0.6190
H 1.991 0.435 1.885 -0.3134
H 1.207 0.929 -5.071 0.4471
H 0.580 4.468 -4.360 0.4109
H 4.181 1.903 -2.108 0.3406
H -5.069 -2.473 -2.754 0.4178
H 0.377 4.795 -2.653 0.3576
H 1.608 0.146 -3.553 0.2799
H 5.161 1.316 -0.779 0.4605
H -1.290 -3.669 0.073 -0.1473
H -3.751 -4.078 0.293 0.3605
H -3.627 -4.392 -2.640 0.3928
H -1.668 2.292 -4.595 0.4758
H -1.804 4.753 -0.208 0.3392
H 1.966 4.120 0.786 0.2289
H -3.202 1.848 -0.832 0.2438
H 2.552 1.508 -4.123 0.3332
H -1.412 -3.796 -1.683 0.5030
H -2.632 -2.056 -2.896 0.4224
H -2.958 -5.406 -0.576 0.4580
H -5.015 -2.371 -0.984 0.3814
H -2.642 -1.777 0.033 0.2563
H 1.154 -2.442 5.363 0.6538
H -3.420 -0.763 -1.989 0.2297
H -0.046 2.097 2.922 0.3223
H 3.726 0.624 2.019 0.3914
H -1.739 1.977 3.352 0.4829
H 1.939 4.280 -3.284 0.3615
H 2.395 4.185 -0.918 0.2174
H -4.971 -4.654 -1.700 0.3653
H -0.368 4.768 0.801 0.3048
H 3.637 4.238 0.303 0.4671
H -1.687 0.933 -3.487 0.1121
H -1.947 4.922 1.526 0.4046
H 3.981 0.254 -1.509 0.3175
H -3.190 0.728 0.524 0.0502
H -0.977 0.661 2.481 -0.2689
H -2.133 2.543 -2.930 0.2895
H 2.672 1.921 2.544 0.5236
```

=====

# 2
C10H13AuClGdN3O7 | wB97M-V/def2-TZVPD

For the energy above the lowest of the compared OMol25 structures with the same formula, charge and spin, the calculation gives 87.29 kcal per mole. The net charge is -1. The max |F| is 3.62 eV/Å. The calculation puts the electronic energy at -2440.83710 Eh. As for the multiplicity: 10. The HOMO-LUMO gap (spin up / spin down) comes out at 5.562 / 6.290 eV.

```
36
Properties=species:S:1:pos:R:3:mulliken_charge:R:1
Au 1.010 -0.089 -5.467 0.3480
Gd 0.242 0.116 -1.387 0.8534
Cl 0.832 -1.938 -3.215 -0.5943
O 0.386 1.810 6.178 -0.6282
O -0.029 -0.306 6.678 -0.6348
O 0.903 1.844 -0.023 -0.8185
O 0.910 -0.880 0.561 -0.7354
O -0.226 -3.011 1.100 -0.5164
O 1.261 3.151 1.668 -0.7683
O -0.055 -3.671 3.182 -0.6408
N 0.990 2.031 1.245 0.8755
N 0.246 0.605 5.863 0.9932
N 0.016 -2.774 2.291 0.9008
C 0.356 -1.425 2.748 -0.1707
C 0.229 -1.092 4.096 -0.3850
C 1.929 1.102 -3.972 -0.9513
C -0.927 -0.976 -5.706 -0.9014
C 0.673 1.268 3.524 -0.5219
C 0.411 0.256 4.462 -0.2104
C 0.755 0.945 2.163 -0.3246
C -1.955 -0.703 -0.928 -1.0268
C 0.694 -0.452 1.752 1.0560
C -1.474 1.573 -1.491 -0.5654
H -0.046 -1.862 4.815 0.5541
H -2.522 1.446 -1.808 0.2235
H -1.503 -0.451 -4.898 0.1481
H -2.917 -0.382 -1.366 0.3400
H 2.668 0.555 -3.357 0.3655
H -0.929 -2.069 -5.490 0.3067
H 2.402 1.967 -4.448 0.4172
H 1.101 1.485 -3.329 0.0866
H -1.365 -0.751 -6.699 0.3365
H 0.792 2.304 3.839 0.5562
H -1.911 -0.449 0.151 0.4208
H -1.835 -1.795 -1.087 0.3143
H -1.111 2.617 -1.643 0.2976
```

=====

# 3
C24H28AsErF3N4O3S2 | wB97M-V/def2-TZVPD

For the energy above the lowest of the compared OMol25 structures with the same formula, charge and spin, the calculation gives 9.36 kcal per mole. The net charge is +1. The max |F| is 4.59 eV/Å. The calculation puts the electronic energy at -5722.60138 Eh. As for the multiplicity: 4. The HOMO-LUMO gap (spin up / spin down) comes out at 4.115 / 4.120 eV.

```
66
Properties=species:S:1:pos:R:3:mulliken_charge:R:1
Er -0.444 2.031 -0.123 0.7980
As 0.582 -3.983 -0.640 0.3765
S -5.008 0.230 3.619 1.2411
S -1.387 4.364 0.798 -0.2843
F -1.916 7.453 0.010 -0.1929
F 0.174 7.328 0.536 -0.2422
F -0.369 8.404 -1.325 -0.2698
O -6.284 -0.074 2.902 -0.6642
O -5.197 1.623 4.094 -0.6572
O -4.435 -0.795 4.466 -0.6621
N -1.397 0.178 -1.257 -0.3071
N 1.111 1.557 1.374 -0.0048
N 4.556 0.048 -1.611 -0.4109
N 0.027 3.712 -1.447 -0.1619
C -0.727 7.303 -0.566 0.6361
C 2.952 2.962 1.992 -0.5751
C -4.232 1.006 1.119 -0.6538
C -0.880 -5.009 -1.553 -0.8053
C 3.384 -3.771 -1.460 -1.0092
C 1.897 0.969 0.433 -0.0823
C 2.239 -4.810 -1.383 -0.9515
C 3.749 2.347 0.973 -0.2804
C -2.233 0.241 -0.068 0.1591
C -3.777 0.379 2.307 0.0544
C 1.642 2.561 2.131 -0.3596
C 0.706 -4.926 1.125 -0.7929
C 0.605 5.125 -3.257 -0.7891
C -0.596 4.751 -0.781 0.5109
C 0.685 3.887 -2.634 -0.1030
C -0.560 6.035 -1.370 0.0208
C 1.814 -4.283 1.935 -0.9459
C -0.859 -6.534 -1.384 -1.1766
C 3.953 0.614 -0.769 -0.1362
C -0.061 6.193 -2.669 -0.1886
C -1.763 -0.340 1.143 0.1143
C -2.574 -0.360 2.314 -0.9240
C -3.452 0.923 -0.026 -0.3607
C 3.243 1.264 0.263 0.2103
H 1.912 -5.142 -2.371 0.4995
H -0.796 -4.788 -2.594 0.5087
H 1.816 -4.666 2.977 0.3800
H 2.801 -4.551 1.523 0.2410
H -5.261 1.437 1.116 0.4033
H -0.942 -0.709 -1.383 0.1346
H -1.188 -6.838 -0.410 0.3124
H 1.511 -0.008 0.070 0.6353
H 2.452 -5.670 -0.785 0.4537
H -1.535 -6.907 -2.140 0.3867
H 3.726 -3.476 -0.428 0.1946
H -3.875 1.467 -0.876 0.3795
H 0.809 -5.992 1.031 0.4675
H 1.211 5.277 -4.155 0.3536
H 0.965 3.040 2.885 0.4246
H 3.360 3.818 2.504 0.4662
H 4.760 2.679 0.808 0.5388
H 1.294 3.099 -3.112 0.4757
H -0.097 7.156 -3.178 0.5010
H 1.684 -3.175 2.090 0.1157
H 0.122 -6.933 -1.536 0.2860
H 4.207 -4.189 -2.010 0.4274
H -1.889 0.426 -2.152 0.3376
H -1.813 -4.586 -1.140 0.3937
H -2.335 -0.815 3.324 0.4393
H 3.025 -2.871 -1.988 0.2267
H -0.801 -0.905 1.137 0.4061
H -0.292 -4.779 1.586 0.4811
```

=====

# 4
C6H12NO2 | wB97M-V/def2-TZVPD

For the energy above the lowest of the compared OMol25 structures with the same formula, charge and spin, the calculation gives 36.97 kcal per mole. The net charge is +1. The max |F| is 5.16 eV/Å. The calculation puts the electronic energy at -440.72401 Eh. The SMILES is C=C(C(=O)OC)[NH+](C)C. As for the multiplicity: 1. The HOMO-LUMO gap comes out at 11.073 eV.

```
21
Properties=species:S:1:pos:R:3:mulliken_charge:R:1
O -0.442 0.960 1.959 -0.2917
O -1.166 -0.974 0.984 -0.6279
N 0.255 -0.599 -1.143 -0.0479
C 1.471 -1.411 -1.405 -0.7668
C -0.678 -0.149 -2.222 -0.7950
C -0.491 0.051 1.029 0.9659
C 0.372 0.462 -0.126 -0.0016
C -1.173 0.684 3.128 -0.7248
C 1.151 1.519 -0.027 -1.0872
H -2.194 1.003 3.172 0.3311
H 1.664 1.822 -0.924 0.3150
H -1.714 0.035 -1.925 0.2870
H 1.290 -1.900 -2.321 0.3264
H 1.672 -1.872 -0.466 0.3524
H -0.248 0.817 -2.673 0.3158
H 2.274 -0.825 -1.802 0.3798
H -1.371 -0.499 3.242 0.2652
H 1.235 1.986 0.863 0.5185
H -0.608 -0.913 -2.869 0.4552
H -0.485 -1.231 -0.535 0.4992
H -0.813 1.034 4.063 0.3315
```